120
Properties=species:S:1:pos:R:3:forces:R:3:mulliken_spin:R:1 method="wB97M-V/def2-TZVPD" homo_energy_ev="0.5 / -7.4" orbital_gap_ev="1.311 / 9.220" total_charge=-1 spin_multiplicity=2 relative_energy_kj_mol=72.7 s2=0.75
H 1.394 -3.226 2.179 -0.152 -0.726 0.105 0.00
H -3.650 -0.928 -2.808 0.290 0.256 -0.370 -0.03
O -1.143 0.098 5.240 -0.465 -0.603 -0.614 -0.03
C -3.070 3.435 -3.982 -0.208 0.574 0.120 0.01
O -0.060 -1.239 0.228 0.280 -0.497 -0.590 -0.04
O 2.506 4.653 1.672 0.486 0.506 0.383 -0.01
H 2.053 2.614 3.114 -0.048 -0.310 -0.039 0.00
H -4.972 4.133 2.791 0.072 0.004 -0.070 0.00
O -1.912 -4.674 -0.748 -0.355 0.510 0.890 -0.08
C 2.021 5.198 0.462 -0.589 -1.128 0.317 0.01
H 2.671 3.827 -4.147 0.021 0.030 -0.092 0.08
C 1.227 -1.621 -3.082 0.913 0.415 0.138 -0.90
C 5.187 -0.489 -1.247 0.118 -1.090 1.184 0.16
H -0.327 -1.493 1.114 -0.080 0.059 0.443 0.01
H -4.808 4.413 -0.280 -0.102 -0.449 0.100 0.00
H 0.320 2.539 5.058 0.142 -0.313 0.031 0.00
H -4.086 0.154 -0.352 0.307 0.355 0.056 0.01
H 2.785 5.137 -0.313 0.014 -0.157 -0.302 0.00
H 3.287 1.913 -3.137 0.184 0.154 0.170 -0.04
C -3.888 3.353 1.375 0.441 0.246 -0.682 -0.01
H -3.422 -0.707 1.924 0.196 -0.128 0.017 0.00
C 2.337 -3.659 1.848 1.525 -1.139 -0.867 -0.08
H 1.877 6.264 0.639 -0.481 -0.058 0.007 0.00
H 5.995 0.219 -1.432 -0.229 0.313 0.030 -0.02
C -2.466 -2.500 -3.799 -1.389 0.676 0.566 0.86
H -1.704 1.792 6.168 -0.134 0.440 -0.007 0.01
H 3.704 2.973 3.455 0.221 0.011 -0.075 0.00
H 3.310 -0.483 -1.419 -1.123 -0.269 -0.017 0.04
H -1.337 2.379 -3.182 -0.229 -0.560 -0.307 0.12
H -1.679 -1.840 -4.164 0.183 -0.213 -0.169 -0.34
H -0.557 1.875 -0.868 0.117 0.059 -0.486 -0.03
C -0.543 2.372 4.412 -0.894 -0.116 1.063 -0.01
H 3.117 -3.076 2.337 0.110 0.061 -0.055 -0.01
H -5.488 0.166 0.658 -0.060 -0.362 0.416 0.01
H 1.504 -5.478 3.661 0.029 0.046 0.253 0.01
H -3.811 2.363 0.926 -0.537 -0.134 -0.026 0.01
H 2.729 3.160 -1.953 0.123 -0.466 0.339 0.03
H 1.888 -5.794 1.624 -0.098 -0.131 -0.197 0.02
H 1.916 -1.307 -5.081 -0.104 0.151 -0.154 -0.59
H -3.265 -2.563 -4.538 0.346 -0.393 -0.615 0.01
H -1.196 0.369 -1.620 0.412 -0.034 -0.081 0.07
H -0.268 -5.994 -2.385 -0.570 0.465 0.129 -0.06
H -0.178 2.038 3.441 -0.386 -0.163 0.045 0.01
H -5.157 -1.100 -0.563 -0.386 -0.298 0.308 -0.01
C -1.592 3.146 -3.913 0.304 0.117 0.345 0.06
O 3.938 0.121 -1.015 0.204 1.227 -0.446 -0.29
H 2.416 -3.517 0.770 -0.014 0.303 -0.133 0.03
H 2.949 1.702 4.364 -0.172 -0.268 -0.094 0.00
H 0.060 0.584 1.150 0.377 0.000 0.261 -0.03
C -0.943 -3.011 3.391 -0.449 -1.116 0.870 0.04
O -5.091 3.513 2.068 -1.063 -0.720 0.941 -0.01
O -0.770 -1.675 3.061 0.065 0.408 -0.920 -0.03
C 5.431 -1.290 0.046 0.057 -0.386 -0.089 -0.04
H -3.507 3.850 -3.073 0.365 -0.157 0.405 0.00
H 0.957 3.369 -0.202 0.577 -0.131 0.310 0.00
H -1.233 2.904 -4.913 -0.052 -0.548 0.017 -0.09
C -0.919 0.863 -0.689 0.432 0.325 0.269 -0.10
H 2.634 0.464 2.138 -0.413 -0.319 -0.146 0.00
O -1.994 -3.774 -3.391 -0.203 0.631 -0.122 -0.85
H -1.830 -3.164 4.006 -0.268 0.099 0.085 0.00
H -3.046 3.371 2.067 0.301 0.442 -0.046 0.00
O 1.912 3.337 -3.823 -0.171 -0.945 0.668 -0.20
C 0.167 0.147 0.158 -1.595 0.952 0.064 0.11
H 1.050 -6.135 -1.347 0.382 0.513 0.358 -0.01
H 3.880 1.237 0.450 -0.088 -0.112 -1.040 0.01
H -0.391 -4.946 0.571 0.036 -0.167 0.079 -0.06
H 0.784 -2.596 -3.287 0.258 -0.240 -0.384 1.12
H -3.208 -1.925 0.583 0.912 0.912 -0.180 0.01
O -4.708 -2.280 1.740 -1.093 -1.253 1.485 -0.02
H 2.800 3.761 1.470 0.255 -0.361 -0.062 0.00
H -1.272 -3.960 -3.996 0.697 -0.656 -0.392 0.58
H 1.737 1.715 -2.407 -0.462 0.466 -0.205 0.07
H 0.388 -0.926 -3.059 -0.019 0.327 -0.268 0.17
O 1.840 -1.642 -1.796 0.839 0.127 0.140 -0.58
C 0.744 4.392 0.108 0.898 0.677 -0.828 0.01
C -0.536 -4.785 -0.497 0.497 -0.900 -0.935 -0.01
C 3.466 1.156 2.266 -2.034 -0.459 2.438 0.00
C -3.895 4.429 0.314 0.522 0.652 -0.510 0.01
C -0.028 -5.977 -1.322 0.910 -0.746 0.445 0.37
H 5.426 -0.636 0.919 0.421 0.327 -0.135 0.00
H 1.168 0.369 -0.211 0.029 -0.137 -0.126 0.02
H -0.374 -6.910 -0.876 -0.470 -0.047 -0.075 -0.01
O 3.650 1.876 1.128 0.745 1.071 -1.100 -0.01
C 2.625 -5.193 2.157 -1.617 1.979 -0.778 0.03
H 3.218 -1.808 -4.089 -0.093 -0.244 0.484 0.18
C -3.903 -1.311 1.155 0.202 -0.428 -0.513 0.00
H 0.001 4.250 -3.830 0.359 -0.188 0.138 0.03
H -1.968 -4.196 -1.578 -0.349 0.039 -0.695 0.15
H -0.448 -0.023 5.891 0.018 0.426 0.055 0.01
H -0.105 -3.352 3.999 0.265 -0.372 -0.122 0.00
C -3.145 -1.873 -2.604 0.124 0.181 0.239 0.25
H -3.912 5.413 0.782 0.199 0.100 0.157 0.00
H 0.322 4.799 -0.811 -0.782 0.274 0.289 0.00
H 1.181 -1.672 -1.098 -0.459 -0.202 0.338 0.10
H 3.590 -5.610 1.872 0.227 0.664 0.020 -0.01
H 2.637 -0.150 -3.980 -0.178 0.011 0.265 0.06
H -3.960 -2.512 -2.264 0.276 -0.291 0.354 0.09
C -4.731 -0.497 0.238 0.184 1.288 -1.783 0.01
O 2.441 -5.316 3.528 0.020 -1.001 1.548 -0.02
H -3.068 4.420 -0.397 0.228 -0.177 0.122 -0.01
C 3.003 2.143 3.368 0.884 -0.161 -0.059 0.00
O -0.895 4.305 -3.490 -0.303 0.886 0.106 0.01
H -2.379 -1.700 -1.848 -0.308 -0.082 0.459 -0.04
H -3.185 4.249 -4.698 -0.306 -0.229 -0.376 0.01
H 6.316 -1.926 0.067 0.180 0.149 -0.103 -0.01
H 5.078 -1.122 -2.128 0.339 -0.210 0.012 0.07
H -0.944 -1.179 3.864 -0.014 0.740 0.157 0.01
H -1.858 1.051 -0.168 -0.027 -0.473 0.426 0.04
H -4.615 -3.067 1.198 -0.172 -0.116 0.177 0.01
H -0.994 3.362 4.350 -0.078 0.089 -0.407 0.00
H -1.098 -3.663 2.531 0.332 0.290 -0.274 0.00
H 4.574 -1.930 0.255 -0.095 -0.205 -0.400 0.03
H 0.110 4.319 0.992 -0.330 0.405 -0.294 0.00
C 2.321 -1.189 -4.076 -0.897 -0.419 -0.524 0.65
H 0.023 -3.886 -0.757 -0.092 0.271 -0.077 -0.11
H -3.670 2.559 -4.228 0.146 0.020 -0.325 -0.02
C -1.588 1.452 5.139 1.540 0.478 0.104 0.02
H 4.266 0.470 2.544 0.699 0.505 0.208 0.00
H -2.580 1.483 4.688 0.218 -0.336 -0.268 0.00
C 2.438 2.476 -2.750 0.238 0.841 -0.898 0.00

***

130
Properties=species:S:1:pos:R:3:forces:R:3:mulliken_charge:R:1 method="wB97M-V/def2-TZVPD" homo_energy_ev=-8.2 orbital_gap_ev=8.103
C -11.543 -5.108 -15.352 0.435 0.956 -1.019 -0.37
H -15.821 1.582 -15.171 0.227 -0.044 0.018 0.30
O -7.861 0.904 -15.600 -0.818 0.973 0.287 -0.67
H -15.323 0.583 -18.584 0.147 -0.197 0.250 0.30
C -11.923 4.022 -18.516 0.265 -0.101 -0.147 -0.16
C -11.959 -7.377 -15.402 -0.671 -0.814 0.317 -0.89
C -7.316 6.180 -17.240 -0.031 0.063 0.932 -1.39
H -3.822 -1.853 -14.990 0.388 0.199 -0.134 0.37
C -6.452 4.931 -17.392 0.329 1.131 -0.181 0.46
H -11.209 4.847 -21.049 -0.081 0.230 0.282 0.25
C -4.804 -1.256 -17.442 -0.779 -0.405 0.116 0.91
H -12.785 1.910 -13.256 0.129 -0.046 -0.168 0.25
H -10.670 -5.492 -22.931 0.110 0.127 0.116 0.32
O -7.608 -2.396 -19.324 -0.565 0.095 0.165 -0.41
H -13.187 -9.843 -15.002 0.230 0.215 0.115 0.30
H -11.345 -8.748 -13.208 0.063 -0.267 -0.281 0.28
C -6.515 -3.509 -15.109 -0.612 0.609 -0.622 1.26
H -5.022 -0.763 -18.404 0.201 -0.074 -0.039 0.18
H -7.335 6.766 -18.161 -0.374 -0.234 -0.131 0.37
H -12.892 -0.782 -21.398 0.032 -0.154 0.162 0.38
C -8.220 -6.087 -19.705 0.829 0.823 -0.024 0.20
C -11.344 -1.564 -20.125 1.052 -0.075 0.020 1.16
H -9.141 -2.441 -16.450 -0.268 0.173 -0.020 -0.40
H -8.687 -0.231 -16.836 -0.133 -0.151 -0.242 -0.55
O -12.173 2.697 -18.984 -0.127 0.727 0.517 -0.38
O -6.255 -4.847 -14.776 0.244 -0.301 0.298 -0.59
H -5.990 1.076 -19.308 -0.406 -0.350 0.071 0.25
H -10.513 1.712 -18.210 0.054 0.310 0.454 0.03
O -15.111 -0.018 -17.852 -0.105 0.040 -0.559 -0.69
H -11.418 -2.166 -15.575 -0.274 0.143 -0.173 0.31
C -12.367 -1.728 -21.192 -0.997 -0.060 -0.486 -0.69
H -7.473 4.231 -19.145 0.389 -0.002 -0.054 0.30
H -7.937 -1.915 -14.653 0.034 -0.025 -0.003 0.04
H -12.669 3.926 -21.235 0.180 0.042 0.316 0.30
C -11.109 -5.671 -21.939 -0.783 -0.455 -0.521 -0.47
C -10.986 -1.326 -16.128 -0.045 -0.511 0.105 -0.96
H -3.200 -0.025 -16.799 0.035 0.075 0.009 0.44
H -5.086 1.449 -17.279 0.278 -0.154 0.156 0.28
H -11.548 -4.740 -21.553 0.261 0.047 0.125 0.04
C -11.299 -8.737 -15.266 0.320 -0.296 -0.138 0.66
H -11.904 -4.881 -14.342 -0.289 -0.409 -0.096 0.39
O -12.435 1.905 -14.155 -0.782 0.116 -0.447 -0.61
H -12.289 -4.923 -16.145 -0.311 -0.075 0.537 0.37
H -9.857 3.577 -14.634 0.007 -0.225 -0.077 0.23
C -4.548 -3.449 -18.271 -1.022 0.093 0.268 -0.43
H -7.585 0.771 -14.680 -0.181 0.034 -0.262 0.24
H -13.641 -3.210 -21.549 -0.033 0.050 -0.053 0.30
H -15.015 -0.888 -18.269 0.031 0.214 0.222 0.30
H -6.145 4.555 -16.416 -0.193 -0.140 0.108 0.26
H -5.298 -3.988 -17.650 0.669 0.162 0.018 0.17
H -12.735 5.603 -21.538 0.000 0.443 0.499 0.41
H -7.745 -1.674 -19.950 0.041 -0.090 0.191 0.24
N -10.687 -8.991 -13.955 -0.015 0.676 0.296 -0.74
C -4.212 -0.262 -16.465 -0.496 -0.555 0.189 0.28
C -7.632 -2.888 -14.262 0.539 -0.169 0.013 -0.93
H -11.990 1.754 -17.114 0.306 0.459 0.132 -0.12
H -9.420 -4.468 -20.490 0.131 -0.262 0.145 -0.43
H -4.806 4.463 -18.475 0.054 0.329 0.541 0.29
H -8.009 -7.125 -19.967 0.003 -0.060 0.104 0.38
O -10.993 -6.387 -15.523 0.426 0.558 0.476 -0.05
H -10.650 -0.755 -20.375 -0.164 0.079 0.011 0.19
H -5.414 5.866 -18.916 -0.237 0.084 0.385 0.29
C -12.652 5.029 -19.389 -0.523 0.351 -0.379 0.48
H -7.769 1.561 -19.200 0.216 -0.300 0.470 0.03
H -8.463 1.711 -15.559 0.580 -1.170 0.179 0.15
H -7.072 -5.353 -14.827 -0.005 0.051 -0.082 0.35
H -10.827 2.345 -14.655 1.292 0.391 -0.301 0.30
H -6.769 -3.420 -16.182 -0.104 -0.108 0.239 -0.55
C -7.152 3.860 -18.156 -1.269 -0.444 0.207 -0.34
C -9.075 -5.480 -20.789 -1.053 0.374 -0.376 0.21
H -11.889 -2.009 -22.138 -0.050 -0.152 0.162 0.38
O -14.935 1.227 -15.314 -0.184 -0.110 -0.806 -0.66
H -13.730 4.836 -19.330 0.078 0.011 0.222 0.26
N -5.220 5.316 -18.076 0.700 -0.404 -0.834 -0.77
H -7.130 -4.332 -19.486 -0.241 -0.728 0.223 0.04
C -12.281 -9.834 -15.625 -0.549 -0.273 -0.018 -1.56
H -10.724 -2.464 -20.074 -0.148 -0.050 0.178 -0.91
O -3.961 -2.351 -17.585 0.531 -0.752 -0.541 -0.49
H -11.749 -1.352 -19.141 -0.252 -0.051 0.035 -0.28
H -13.241 1.876 -14.735 0.579 -0.175 0.597 0.33
C -11.604 1.729 -18.137 -0.151 -1.062 -0.541 0.69
H -9.780 -6.468 -18.200 0.108 0.225 -0.454 0.36
H -10.470 -8.781 -15.983 -0.124 0.058 -0.021 0.24
H -12.641 -9.717 -16.652 0.173 -0.046 0.022 0.38
O -9.165 -0.681 -17.565 0.002 -0.412 0.031 1.31
H -8.484 -5.305 -21.706 -0.093 -0.371 0.089 0.48
C -6.722 1.879 -19.284 0.462 0.559 -0.650 -0.55
H -11.931 -6.382 -22.079 0.043 0.171 -0.049 0.30
H -8.090 3.522 -17.680 0.057 0.202 0.196 -0.05
C -4.170 -0.820 -15.047 -0.156 -0.300 -0.052 -1.53
H -8.501 -3.554 -14.253 -0.016 0.111 0.044 0.27
H -9.923 -8.324 -13.823 -0.125 -0.274 -0.102 0.27
H -8.275 -2.227 -18.627 0.656 0.266 -0.459 -0.11
H -8.314 5.933 -16.855 0.005 0.032 -0.502 0.28
H -11.833 -10.819 -15.514 0.133 0.039 -0.062 0.39
H -5.590 -2.942 -15.002 -0.063 -0.310 0.167 -0.28
H -10.631 -0.619 -15.375 0.227 -0.005 -0.106 0.24
H -3.568 -0.161 -14.428 -0.001 -0.081 0.206 0.42
H -8.215 -6.466 -17.556 0.480 0.304 -0.136 0.40
H -6.915 6.862 -16.483 0.272 -0.180 -0.105 0.37
H -12.651 -7.379 -16.257 0.123 0.155 -0.072 0.35
H -12.577 -7.239 -14.495 0.044 0.192 -0.111 0.35
H -10.841 4.249 -18.556 -0.106 -0.160 -0.012 -0.09
C -9.859 -1.818 -17.015 0.804 0.624 0.392 0.47
H -11.432 6.634 -19.063 -0.461 -0.076 -0.393 0.27
O -6.299 2.752 -18.246 -0.339 -0.275 -0.978 -0.32
H -8.984 -4.921 -18.045 0.258 0.058 -0.030 -0.32
H -5.195 -0.857 -14.652 0.111 0.266 0.012 0.17
N -12.437 6.419 -18.981 1.053 0.270 0.903 -0.76
O -10.224 -6.289 -21.064 0.856 0.295 0.427 -0.37
H -12.231 4.156 -17.464 -0.055 -0.237 -0.164 0.27
H -3.744 -4.120 -18.552 -0.048 -0.079 -0.103 0.35
H -11.734 -0.807 -16.726 -0.172 -0.138 0.058 -0.09
O -9.889 2.648 -14.896 -1.226 -0.028 0.329 -0.51
H -11.907 0.746 -18.509 -0.093 0.186 -0.169 -0.36
H -10.778 -4.350 -15.567 0.207 -0.400 0.129 -0.39
H -14.970 0.827 -16.221 0.072 0.146 0.788 0.38
H -6.442 -5.306 -20.526 -0.330 -0.563 0.243 0.30
H -5.777 -1.639 -17.079 -0.010 0.463 0.064 -0.70
C -8.806 -5.964 -18.321 -1.418 -0.884 0.611 -0.91
H -12.561 6.553 -17.969 -0.426 -0.272 -0.419 0.29
O -13.335 -2.728 -20.778 0.507 0.430 -0.077 -0.59
H -10.173 -2.440 -17.860 -0.327 0.214 0.151 0.18
N -6.958 -5.339 -19.640 0.839 0.760 -0.492 -0.49
H -5.174 -3.149 -19.134 0.743 0.176 0.051 0.10
H -5.969 0.831 -16.066 0.768 -0.318 -0.309 0.20
H -7.267 -2.753 -13.241 -0.206 -0.056 0.017 0.35
C -12.289 4.884 -20.850 0.095 -1.097 -1.063 -1.35
N -5.009 0.924 -16.417 -0.495 1.360 0.148 -0.36
H -6.666 2.386 -20.267 0.101 0.027 0.290 0.39